Record 1
Entry from the OMol25 dataset: a structure of composition C39H45MgNO2P2Te (ωB97M-V with the def2-TZVPD basis set).

Each line ends with the Mulliken charge.
Geometry (Å):
Mg -0.2058 1.0749 -0.2120  1.24
C 3.4010 -2.2886 0.9529  -1.08
N 2.2055 -1.5287 0.5834  0.44
P 2.1139 0.2545 0.4284  0.54
C 2.4900 0.6696 2.1863  0.56
C 3.7111 0.3381 2.7816  -0.32
C 3.9221 0.5381 4.1410  -0.86
C 2.9154 1.0814 4.9306  -0.64
C 1.7000 1.4212 4.3523  -0.69
C 1.4920 1.2154 2.9935  -0.15
C 3.6775 0.4956 -0.4864  0.47
C 4.6412 1.4291 -0.1188  -0.43
C 5.7838 1.6113 -0.8924  -0.83
C 5.9726 0.8703 -2.0502  -0.61
C 5.0107 -0.0564 -2.4355  -0.57
C 3.8750 -0.2392 -1.6586  -0.41
P 0.6796 -2.2573 0.5194  0.95
C 1.0327 -3.9177 -0.1746  -0.02
C 1.1804 -5.0872 0.5695  -0.14
C 1.4846 -6.2930 -0.0563  -0.71
C 1.6542 -6.3437 -1.4338  -0.45
C 1.5115 -5.1860 -2.1895  -0.80
C 1.1967 -3.9883 -1.5613  -0.16
C 0.2061 -2.6574 2.2403  0.21
C 0.9402 -2.2229 3.3414  0.03
C 0.4822 -2.4533 4.6382  -0.72
C -0.7154 -3.1210 4.8454  -0.53
C -1.4641 -3.5527 3.7523  -0.72
C -1.0101 -3.3121 2.4636  -0.49
H 4.2967 -1.8093 0.5592  0.42
H 3.3590 -3.2982 0.5370  0.35
H 3.5233 -2.3783 2.0369  0.23
H 4.5106 -0.0836 2.1847  0.42
H 4.8738 0.2665 4.5817  0.45
H 3.0833 1.2468 5.9878  0.40
H 0.9066 1.8479 4.9528  0.49
H 0.5208 1.4730 2.5793  -0.18
H 4.5086 2.0171 0.7810  0.50
H 6.5258 2.3388 -0.5872  0.41
H 6.8646 1.0109 -2.6489  0.38
H 5.1479 -0.6390 -3.3382  0.43
H 3.1365 -0.9778 -1.9538  0.27
H 1.0559 -5.0592 1.6468  0.38
H 1.5958 -7.1932 0.5365  0.40
H 1.8973 -7.2820 -1.9175  0.37
H 1.6381 -5.2186 -3.2650  0.41
H 1.0814 -3.0871 -2.1566  0.18
H 1.8671 -1.6810 3.1935  -0.10
H 1.0632 -2.0997 5.4831  0.43
H -1.0726 -3.2977 5.8530  0.38
H -2.4062 -4.0649 3.9081  0.41
H -1.6091 -3.6427 1.6193  0.40
C -2.6245 -0.9192 -3.1394  -0.88
C -3.6489 -0.0719 -2.3492  -0.20
C -3.1087 -0.0858 -0.9386  -0.06
O -1.6692 -0.1121 -1.1239  0.57
C -1.4186 -1.0561 -2.1998  -0.31
H -2.3487 -0.4378 -4.0761  0.29
H -3.0227 -1.9046 -3.3771  0.32
H -4.6573 -0.4810 -2.3979  0.43
H -3.6821 0.9520 -2.7170  0.07
H -3.3863 -0.9956 -0.3995  0.29
H -3.3527 0.7775 -0.3375  -0.48
H -1.3307 -2.0502 -1.7680  0.19
H -0.4625 -0.8006 -2.6530  0.46
C 2.0304 3.4386 0.1826  -1.08
O 1.5133 2.1396 -0.0132  -0.79
H 2.9952 3.5469 -0.3186  0.31
H 2.1673 3.6510 1.2486  0.35
H 1.3424 4.1852 -0.2211  0.30
C -7.7970 3.4605 -0.7955  -1.47
C -6.3555 3.2633 -0.3942  0.59
C -6.0076 2.9058 0.8974  -1.20
C -4.6760 2.7636 1.3042  1.26
C -4.4042 2.3544 2.7331  -1.57
C -3.6487 3.0015 0.3746  -0.76
Te -1.6158 2.9954 0.9995  -0.19
C -3.9853 3.3382 -0.9537  1.49
C -2.9457 3.5881 -2.0201  -1.51
C -5.3261 3.4601 -1.3079  -0.85
H -8.4743 3.1765 0.0102  0.35
H -8.0551 2.8662 -1.6748  0.33
H -7.9963 4.5053 -1.0430  0.33
H -6.7955 2.7241 1.6229  0.26
H -5.3160 1.9810 3.2036  0.39
H -4.0358 3.1960 3.3256  0.31
H -3.6352 1.5835 2.7903  0.31
H -2.2013 2.7915 -2.0498  0.11
H -2.3894 4.5079 -1.8288  0.39
H -3.4144 3.6623 -3.0039  0.36
H -5.5716 3.7202 -2.3347  0.32

Computed properties:
orbital gap = 7.2495 eV
ΔE to the lowest compared entry with this formula, charge and spin = 15.4 kcal per mole
DFT total energy = -2869.2464 Eh

=====

Record 2
Entry from the OMol25 dataset: a structure of composition C39H45N5O6SSi3Ti (ωB97M-V with the def2-TZVPD basis set).

Each line ends with the Mulliken charge.
Geometry (Å):
Ti -0.4937 1.5388 0.4912  -1.49
O -4.5724 1.8479 0.9694  -0.69
C -3.4227 1.4736 0.9211  -0.43
N -2.3978 2.0474 0.2040  0.88
C -2.4483 3.4757 0.1874  0.16
C -3.2374 4.2324 -0.6538  -0.35
C -3.1686 5.6200 -0.5915  -0.92
C -2.3153 6.2194 0.3207  -0.73
C -1.5081 5.4640 1.1665  -0.95
C -1.5543 4.0790 1.0943  0.02
N -0.6442 3.1481 1.6853  0.58
C 0.4230 3.6533 2.3846  -0.01
O 0.4225 4.5795 3.1627  -0.68
C 1.7223 3.0241 1.9337  0.43
C 2.9426 3.4056 2.4499  -0.80
C 4.0883 2.9403 1.8276  -0.61
C 3.9660 2.1094 0.7263  -0.79
C 2.7049 1.7426 0.2994  -0.18
N 1.5987 2.2074 0.8807  1.18
C -2.9239 0.3521 1.7954  0.45
C -3.7698 -0.4897 2.4819  -0.70
C -3.2046 -1.4482 3.3137  -0.57
C -1.8255 -1.5149 3.4280  -0.95
C -1.0376 -0.6321 2.7043  -0.13
N -1.5908 0.2837 1.9060  0.80
H -3.9064 3.7270 -1.3378  0.51
H -3.7868 6.2245 -1.2411  0.44
H -2.2696 7.2987 0.3890  0.43
H -0.8561 5.9514 1.8775  0.52
H 2.9609 4.0625 3.3073  0.59
H 5.0648 3.2190 2.1997  0.45
H 4.8338 1.7149 0.2180  0.50
H 2.5687 1.0659 -0.5285  0.00
H -4.8370 -0.3723 2.3578  0.59
H -3.8342 -2.1302 3.8701  0.44
H -1.3499 -2.2388 4.0754  0.59
H 0.0548 -0.6288 2.7632  0.08
C 0.0625 -3.9295 -2.7135  -1.14
Si -0.4764 -2.9317 -1.2220  0.56
C -2.0680 -3.6330 -0.5245  -1.03
C 0.8202 -3.0811 0.1072  -0.63
C -0.7434 -1.0798 -1.7102  1.85
Si -2.4349 -0.7580 -2.5728  0.74
C -2.5499 0.9682 -3.2876  -0.77
C -3.8257 -0.9419 -1.3306  -0.93
C -2.6745 -1.9985 -3.9554  -1.19
Si 0.7082 -0.3319 -2.6418  -0.12
C 0.6050 -0.7738 -4.4633  -1.31
C 2.4051 -0.8926 -2.0961  -0.89
C 0.5893 1.5846 -2.5674  -0.09
C 1.0801 2.2439 -3.6914  -0.89
C 1.0851 3.6268 -3.7736  -0.84
C 0.5941 4.3471 -2.7043  -1.39
C 0.1230 3.6504 -1.6083  -0.06
N 0.1046 2.3125 -1.5281  2.60
H 0.1818 -4.9689 -2.3961  0.43
H 1.0324 -3.5999 -3.0898  0.24
H -0.6503 -3.9165 -3.5390  0.31
H -1.8874 -4.6805 -0.2675  0.50
H -2.9128 -3.5967 -1.2141  0.25
H -2.3557 -3.1187 0.3952  0.18
H 0.8024 -4.1029 0.4972  0.65
H 0.6524 -2.3987 0.9404  -0.36
H 1.8302 -2.8888 -0.2550  0.31
H -2.3541 1.7221 -2.5256  -0.14
H -3.5831 1.1041 -3.6227  0.57
H -1.9000 1.1499 -4.1457  0.21
H -4.3519 0.0059 -1.2034  0.41
H -3.4787 -1.2647 -0.3507  -0.13
H -4.5485 -1.6819 -1.6815  0.59
H -1.8892 -1.9686 -4.7086  0.32
H -3.6177 -1.7570 -4.4540  0.40
H -2.7551 -3.0221 -3.5850  0.31
H 0.4438 -1.8484 -4.5637  0.45
H 1.5523 -0.5501 -4.9598  0.48
H -0.1920 -0.2599 -5.0017  0.36
H 2.5693 -1.9170 -2.4380  0.37
H 2.5502 -0.8777 -1.0175  -0.02
H 3.1676 -0.2703 -2.5748  0.46
H 1.4614 1.6607 -4.5183  0.48
H 1.4673 4.1254 -4.6548  0.45
H 0.5710 5.4273 -2.6961  0.55
H -0.2546 4.2004 -0.7581  0.45
O -0.8859 -0.3938 -0.4111  -1.53
O 0.4013 -0.0388 0.1346  0.05
O 5.2058 -6.0888 4.9307  -0.49
C 3.9771 -5.8719 4.3902  0.73
O 3.2291 -6.8035 4.2524  -0.59
C 3.6475 -4.4752 4.0192  0.69
C 4.5930 -3.4572 3.8812  -0.84
C 4.2200 -2.1778 3.5183  -0.98
C 2.8767 -1.8413 3.2718  0.34
S 2.4079 -0.2361 2.8056  -0.16
C 1.9375 -2.8823 3.4258  -0.05
C 2.3098 -4.1607 3.7768  -0.61
H 5.6409 -5.2430 5.0859  0.29
H 5.6522 -3.6547 4.0197  0.22
H 4.9707 -1.4058 3.4087  0.40
H 0.8919 -2.6637 3.2486  -0.16
H 1.5727 -4.9477 3.8751  0.44

Computed properties:
orbital gap = 5.0721 eV
ΔE to the lowest compared entry with this formula, charge and spin = 0.0 kcal per mole
DFT total energy = -4354.6909 Eh